Record 1
Entry from OMol25: a molecular structure, C35H34N8O4OsS (ωB97M-V/def2-TZVPD).

Properties
- frontier orbital gap (spin up / spin down) (Ha) = 0.2752 / 0.2591
- M (g/mol) = 853.01
- E (eV) = -70238.18679

ORCA input file:
```
! wB97M-V def2-TZVPD RIJCOSX def2/J DEFGRID3
* xyz 2 5
Os 1.15 0.81 -0.45
C 3.70 2.45 -0.84
N 3.30 1.02 -0.68
C 3.86 0.27 -1.82
C 3.88 0.52 0.60
C 3.02 0.98 1.74
C 3.51 1.19 3.02
C 2.65 1.60 4.03
C 1.31 1.81 3.77
C 0.81 1.60 2.49
C 1.65 1.17 1.46
H 4.79 2.49 -0.91
H 3.36 3.02 0.01
H 3.26 2.84 -1.75
H 4.94 0.44 -1.89
H 3.39 0.60 -2.74
H 3.69 -0.80 -1.68
H 4.92 0.85 0.70
H 3.90 -0.57 0.54
H 4.56 1.05 3.22
H 3.04 1.77 5.03
H 0.65 2.15 4.56
H -0.24 1.79 2.29
C -3.27 4.37 0.88
N -1.92 4.32 0.33
N -1.16 3.17 0.14
C 0.01 3.56 -0.47
O 0.93 2.76 -0.87
C 0.01 4.95 -0.56
C -1.20 5.38 -0.06
C -1.72 6.77 0.08
C -1.85 1.91 -0.09
C -2.70 1.92 -1.37
C -3.43 -0.13 -1.72
C -3.17 -1.30 -0.81
C -2.45 -1.27 0.31
C -1.77 -0.05 0.85
H -3.54 3.41 1.29
H -3.99 4.63 0.10
H -3.31 5.11 1.67
H 0.81 5.55 -0.96
H -0.97 7.48 -0.25
H -1.97 6.99 1.12
H -2.62 6.91 -0.52
H -2.78 2.89 -1.84
H -4.05 -0.42 -2.56
H -3.62 -2.25 -1.10
H -2.34 -2.18 0.89
H -1.16 -0.27 1.71
N -6.19 2.12 -2.06
C -5.23 1.69 -1.59
C -4.01 1.17 -0.99
C -2.18 0.73 -2.20
C -0.93 0.25 -1.54
N -0.95 0.72 -0.19
C -2.67 1.22 1.04
C -4.05 1.10 0.50
H -2.13 0.86 -3.28
H -0.72 -0.81 -1.62
H -2.58 1.64 2.04
H -4.91 0.78 1.07
O -1.87 -7.03 -2.52
S -1.01 -8.13 -2.25
O -1.50 -9.28 -1.57
O 0.17 -8.28 -3.10
C 0.37 -7.37 -0.90
N 0.89 -8.23 -0.10
C 1.67 -7.70 0.85
C 1.87 -6.33 0.92
C 1.25 -5.54 -0.04
N 0.49 -6.08 -1.00
C 1.36 -4.06 -0.09
C 1.31 -3.40 -1.31
C 1.33 -2.03 -1.34
N 1.36 -1.27 -0.21
C 1.42 -1.91 0.96
C 1.44 -3.29 1.06
H 2.14 -8.38 1.55
H 2.52 -5.91 1.68
H 1.24 -3.96 -2.23
H 1.29 -1.49 -2.28
H 1.44 -1.28 1.85
H 1.48 -3.74 2.04
*
```

Record 2
Entry from OMol25: 2 unconnected molecules or ions with the total composition C3H7NOS at a distorted geometry (ωB97M-V/def2-TZVPD).

Properties
- frontier orbital gap (spin up / spin down) (Ha) = 0.2770 / 0.2772
- M (g/mol) = 105.16
- relative energy (zero: lowest compared OMol25 entry of this formula, charge and spin) (eV) = 5.748
- E (eV) = -17592.18124

ORCA input file:
```
! wB97M-V def2-TZVPD RIJCOSX def2/J DEFGRID3
* xyz 0 1
C 1.25 0.17 -0.02
C 0.97 1.34 -0.94
C -1.64 -0.62 -0.04
N -0.33 -1.11 0.39
O -0.35 -1.31 1.79
S 2.50 -0.37 0.79
H 1.80 1.55 -1.77
H 1.11 2.35 -0.41
H 0.00 1.37 -1.29
H -2.25 -1.38 0.18
H -1.99 0.24 0.53
H -1.63 -0.69 -1.15
H 0.57 -1.54 1.95
*
```

Record 3
Entry from OMol25: a single C10H6N2 molecule at a distorted geometry (ωB97M-V/def2-TZVPD).

Properties
- frontier orbital gap (spin up / spin down) (Ha) = 0.2741 / 0.2803
- M (g/mol) = 154.17
- relative energy (zero: lowest compared OMol25 entry of this formula, charge and spin) (eV) = 7.400
- E (eV) = -13439.07498

ORCA input file:
```
! wB97M-V def2-TZVPD RIJCOSX def2/J DEFGRID3
* xyz 0 1
C 1.80 2.27 -2.21
C 1.54 0.99 -2.38
C -0.01 -3.27 -1.22
C -0.43 -2.55 -0.11
C 0.53 -1.22 -1.54
C 1.47 3.06 -1.26
C 0.65 2.40 -0.08
C 0.97 -0.02 -2.09
C 0.27 1.23 0.16
C -0.52 0.00 0.41
N 0.56 -2.41 -2.13
N -0.10 -1.26 -0.31
H -0.12 -4.35 -1.33
H -0.97 -3.04 0.62
H 1.63 4.04 -0.99
H 0.41 3.37 0.55
H -0.54 -0.44 1.43
H -1.48 0.42 0.17
*
```

Which formula does entry 3 have?
C10H6N2

Which value of E does entry 1 give?
-70238.18679 eV

What is the formula in the first record?
C35H34N8O4OsS